Below is a molecular structure, C8H21HfI2OP2 at a distorted geometry, with properties calculated with ωB97M-V/def2-TZVPD.

```
35
Properties=species:S:1:pos:R:3:forces:R:3:lowdin_charge:R:1
C -0.13437 -0.02642 -4.54411 0.0 -0.1 -0.8 -0.18
I -0.13079 -0.14397 -2.25598 0.0 -0.1 -0.7 1.00
H 0.91979 0.09390 -4.77950 0.1 0.0 0.4 0.04
H -0.74872 0.82252 -4.83726 0.0 0.1 0.5 0.05
H -0.54216 -0.98176 -4.87178 0.0 0.0 0.4 0.04
Hf -0.32022 -0.00510 0.55594 2.1 0.3 2.0 0.47
P 0.24451 2.50779 0.52552 0.9 3.2 -0.3 0.61
C -1.33609 3.38926 0.19375 -0.6 -1.0 0.0 -0.22
C 0.87509 3.51449 1.91032 0.3 -0.5 0.6 -0.24
H 0.89374 4.58754 1.65253 -0.1 -0.5 -0.2 0.09
H 1.27208 4.20058 -0.86185 0.0 -0.3 0.1 0.08
H 1.89223 3.20045 2.17314 -0.1 0.1 0.0 0.07
H 2.28824 2.72122 -0.73301 -0.1 0.2 -0.1 0.07
H -2.05164 3.17631 0.99884 0.1 0.3 -0.1 0.06
H 0.24424 3.36595 2.79371 0.1 0.1 -0.1 0.04
C 1.26625 3.10267 -0.85760 0.3 -0.5 -0.3 -0.27
H -1.14780 4.47312 0.14436 0.1 -0.4 0.0 0.09
H 0.87459 2.73010 -1.81084 0.1 0.2 0.2 0.01
H -1.77384 3.04954 -0.75311 0.0 0.2 0.1 0.05
P 0.26533 -2.49052 0.88244 0.9 -3.1 0.2 0.62
C -1.29851 -3.44119 0.69757 -0.6 1.0 -0.2 -0.22
C 1.29965 -3.26287 -0.40026 0.3 0.5 -0.3 -0.26
H 1.92508 -2.89762 2.61282 -0.1 -0.1 0.0 0.07
H 0.94748 -4.36327 2.29721 -0.1 0.5 -0.2 0.09
H 0.27888 -2.99698 3.25373 0.1 -0.1 -0.1 0.04
C 0.91366 -3.26524 2.40107 0.3 0.6 0.6 -0.24
H 2.30955 -2.83564 -0.34682 -0.1 -0.3 -0.1 0.07
H 1.33844 -4.34547 -0.22227 0.0 0.3 0.0 0.08
H -1.08241 -4.51499 0.80385 0.1 0.4 0.0 0.09
H -1.74734 -3.24796 -0.28442 0.0 -0.2 0.1 0.06
H 0.89063 -3.06015 -1.39629 0.1 -0.2 0.2 0.02
H -2.01305 -3.12741 1.46978 0.1 -0.3 -0.1 0.06
C -2.42027 -0.05100 0.27733 -9.6 -0.2 -1.6 -0.17
O -3.56427 -0.08417 0.05222 6.0 0.2 1.3 0.25
I -0.62800 0.20628 3.25897 -0.2 -0.1 -1.5 0.58
```
Forces are in eV/Å.

Computed properties:
* net charge: +3

Below is 11 unconnected molecules or ions with the total composition C56H130Cl4 at a distorted geometry, with properties calculated with ωB97M-V/def2-TZVPD.

```
190
Properties=species:S:1:pos:R:3:forces:R:3:lowdin_charge:R:1
C -3.43272 1.62287 -0.62201 -0.6 1.1 0.0 -0.10
C -4.76153 1.07975 -0.07348 0.3 0.7 -0.7 -0.25
C -5.82572 2.18971 -0.02996 -0.5 0.3 0.8 -0.22
C -7.16354 1.57545 0.46978 0.7 1.8 1.1 -0.23
C -8.31297 2.61214 0.59847 1.0 -0.2 1.8 -0.22
C -8.08391 3.51586 1.87202 -0.4 0.9 -1.6 -0.10
H -2.81436 0.91082 -1.13800 0.4 -0.7 0.3 0.02
H -2.90356 2.15600 0.19515 0.0 -0.3 -0.7 0.06
H -3.67704 2.33772 -1.43214 0.2 0.0 0.5 0.07
H -5.07863 0.22843 -0.67688 -0.2 0.0 0.1 0.08
H -4.63423 0.74909 0.95766 0.0 -0.3 0.0 0.10
H -6.00440 2.80299 -0.95562 0.5 -0.9 0.5 0.12
H -5.44754 2.92712 0.74606 -0.6 -0.6 -0.8 0.12
H -7.53309 0.81299 -0.16888 0.1 -1.0 -0.7 0.08
H -6.89527 1.14601 1.46651 -0.7 0.0 -0.6 0.12
H -8.34803 3.20299 -0.30305 -0.1 0.3 -0.3 0.09
H -9.24662 2.03677 0.67779 0.1 0.4 0.1 0.10
H -7.27947 4.25068 1.83351 0.5 -0.3 -0.8 0.05
H -8.89584 4.19128 2.12005 -0.7 -0.3 0.0 0.06
H -7.83813 2.95628 2.72530 0.0 -1.1 1.2 0.04
C 3.02664 3.93636 1.90615 2.0 0.2 0.3 -0.09
C 2.56859 4.03722 3.34019 0.3 -0.4 0.1 -0.26
C 1.19788 3.44687 3.43508 -2.2 1.2 2.8 -0.25
C 1.03443 1.93813 3.27710 -0.9 0.8 -1.2 -0.20
C 1.77894 1.22979 4.35783 1.8 -0.2 -0.1 -0.29
C 1.62927 -0.24615 4.49694 -0.4 -1.1 -0.3 -0.10
H 3.11126 2.89149 1.58226 -0.2 0.3 0.1 0.05
H 4.05742 4.35964 1.78944 -0.8 -0.2 -0.1 0.09
H 2.33771 4.46506 1.27462 -0.2 0.2 -0.6 0.05
H 3.22782 3.50949 4.02369 0.3 -0.3 -0.1 0.10
H 2.58568 5.03952 3.77779 -0.2 0.2 -0.6 0.12
H 0.46119 4.07473 2.91139 0.3 -0.6 -0.7 0.08
H 0.81185 3.71780 4.46229 0.5 -0.6 -0.5 0.11
H -0.02616 1.65753 3.36213 0.0 0.3 -0.2 0.10
H 1.31392 1.74573 2.21152 0.1 -0.7 0.8 0.11
H 2.84003 1.45840 4.22596 0.1 0.0 0.1 0.11
H 1.52642 1.59498 5.33352 -0.3 0.9 0.5 0.11
H 2.28442 -0.65194 5.29586 -0.3 0.2 -0.6 0.09
H 0.59994 -0.46271 4.77865 -0.2 -0.2 0.1 0.05
H 1.78014 -0.77171 3.54487 0.3 -0.1 0.2 0.06
C -1.84772 -3.67664 -3.79275 0.1 0.1 0.3 -0.14
C -3.04259 -2.74604 -3.57658 -1.0 0.3 -0.1 -0.28
C -4.11481 -3.33666 -2.61920 1.1 0.3 -0.7 -0.25
C -5.13763 -2.31014 -2.22702 -1.5 -0.7 -0.9 -0.23
C -6.20600 -2.85985 -1.25338 0.9 2.5 0.1 -0.26
C -5.65100 -3.45155 0.00859 1.1 0.4 0.2 -0.11
H -1.27006 -3.82496 -2.85124 -0.3 0.3 -0.6 0.04
H -1.18649 -3.27266 -4.58547 -0.2 -0.4 0.5 0.07
H -2.20192 -4.68102 -4.07229 0.1 0.3 -0.2 0.07
H -2.76956 -1.78416 -3.10176 0.3 -0.4 -0.5 0.05
H -3.54465 -2.51134 -4.56625 0.6 -0.2 1.0 0.13
H -3.59014 -3.70029 -1.73219 0.0 -0.3 0.0 0.08
H -4.60273 -4.15149 -3.15120 -0.1 -0.4 0.3 0.12
H -4.67607 -1.42614 -1.83993 0.4 0.6 0.4 0.07
H -5.65682 -2.02526 -3.17471 0.2 0.1 0.6 0.13
H -6.85723 -1.99915 -0.95828 0.2 -0.6 -0.3 0.11
H -6.78687 -3.54459 -1.78569 -1.1 -1.2 -0.7 0.08
H -4.97169 -2.71329 0.49220 -0.2 -0.4 -0.2 0.07
H -6.48193 -3.55931 0.68408 -0.1 -0.7 0.5 0.06
H -5.05420 -4.36934 -0.17565 -0.7 0.4 0.4 0.07
C 6.49284 -1.36631 -5.65579 0.0 -0.6 0.5 -0.11
C 6.46034 -1.28229 -4.10592 -1.6 -1.2 -1.3 -0.25
C 6.69874 -2.65132 -3.47757 -2.9 -0.8 -1.0 -0.24
C 6.52806 -2.61233 -1.99221 3.0 1.5 0.4 -0.27
C 5.13517 -2.48008 -1.51482 -1.0 -2.1 -0.4 -0.25
C 4.64114 -3.95843 -1.50630 -1.2 0.0 0.4 -0.11
H 7.54295 -1.56297 -5.96688 -0.8 0.1 -0.1 0.08
H 6.08465 -0.50553 -6.18560 0.3 0.3 0.3 0.06
H 5.82234 -2.18974 -5.95948 0.5 0.0 0.0 0.07
H 7.18501 -0.58872 -3.78602 0.8 1.0 0.7 0.09
H 5.44233 -1.01513 -3.77375 0.5 0.5 -0.2 0.08
H 7.58906 -3.06819 -3.82552 1.8 -0.6 -0.2 0.09
H 5.90358 -3.36075 -3.88551 0.8 0.8 0.1 0.12
H 6.97976 -3.46568 -1.46277 0.0 0.1 -0.4 0.12
H 7.20556 -1.74738 -1.74474 -0.8 -0.4 0.5 0.12
H 5.13502 -2.17643 -0.49501 -0.3 0.8 0.7 0.09
H 4.47603 -1.89873 -2.14877 0.1 0.5 0.1 0.08
H 3.53400 -4.08848 -1.31700 1.1 0.2 -0.4 0.06
H 4.92528 -4.48764 -2.43108 -0.2 0.2 0.4 0.06
H 5.14680 -4.43491 -0.66322 0.0 -0.3 -0.1 0.08
C 2.82900 -0.50217 -4.64254 1.1 0.5 -1.6 -0.15
C 1.38224 -0.03576 -4.86866 0.2 0.7 0.0 -0.26
C 1.04333 1.14167 -3.84749 -1.5 -1.3 -1.2 -0.20
C -0.44170 1.65608 -3.92681 1.3 0.2 0.4 -0.21
C -1.51044 0.59948 -3.93481 -1.6 -0.2 1.2 -0.27
C -2.97318 1.10164 -4.21056 1.3 -0.2 -0.3 -0.08
H 3.03493 -0.96175 -3.67353 -0.2 0.1 0.0 0.02
H 3.53460 0.39122 -4.76794 -0.9 -1.1 0.4 0.09
H 3.16273 -1.20642 -5.46607 -0.4 0.5 1.0 0.08
H 1.31830 0.25910 -5.95694 0.0 0.3 1.1 0.12
H 0.66143 -0.87444 -4.82689 0.4 0.4 0.5 0.08
H 1.76214 1.93995 -3.93868 0.1 0.5 -0.5 0.09
H 1.19564 0.80395 -2.83558 0.1 -0.5 0.3 0.03
H -0.55428 2.36054 -3.07982 -0.3 -0.2 -0.3 0.11
H -0.58192 2.22079 -4.82676 0.1 0.6 -0.6 0.10
H -1.33985 -0.14686 -4.67115 0.5 -0.7 -0.7 0.08
H -1.54162 0.04134 -2.97588 0.2 0.3 -0.3 0.07
H -3.67040 0.31055 -3.93858 -0.2 0.2 0.3 0.05
H -3.13821 2.03718 -3.68385 -0.4 0.0 0.2 0.05
H -3.12873 1.27629 -5.28113 0.2 0.1 0.1 0.07
C 0.88913 5.69298 -1.37886 -0.5 -0.2 -0.9 -0.10
C -0.23165 4.95571 -0.60990 -0.2 0.1 -1.7 -0.26
C -0.60710 5.50934 0.74549 0.4 0.0 -0.5 -0.24
C -1.94953 5.08106 1.22640 -1.8 -1.2 1.4 -0.23
C -2.35044 5.77264 2.54922 0.9 -0.9 0.1 -0.26
C -3.65166 5.30301 3.15417 0.4 0.7 0.2 -0.12
H 1.77389 5.65379 -0.79563 1.2 -0.3 0.4 0.03
H 0.70544 6.76676 -1.45781 -0.4 0.0 -0.1 0.07
H 1.09928 5.30820 -2.44063 -0.4 0.3 1.7 0.10
H -1.09302 4.92922 -1.29267 -0.2 0.3 0.4 0.11
H -0.01039 3.90507 -0.54209 0.5 -0.7 0.2 0.09
H -0.64091 6.57015 0.67066 0.0 1.2 -0.1 0.11
H 0.16809 5.31471 1.49666 -0.1 -0.1 -0.2 0.09
H -2.79057 5.28360 0.54979 0.5 0.1 -0.5 0.12
H -2.03454 3.96883 1.38567 0.4 0.7 -0.1 0.11
H -1.55459 5.53603 3.28257 -0.1 0.6 -0.2 0.10
H -2.43828 6.83576 2.36916 0.4 0.4 0.1 0.11
H -3.61783 4.26712 3.39495 0.1 -0.8 0.5 0.03
H -3.89239 5.91716 4.03685 -0.1 -0.4 -0.2 0.09
H -4.41979 5.38814 2.43288 -1.2 0.4 -0.8 0.05
C -1.75436 -6.52579 -0.66440 -1.4 -0.7 3.0 -0.12
C -0.36254 -6.30112 -0.10334 0.6 0.8 -1.0 -0.29
C -0.32189 -5.94273 1.40307 -0.1 0.3 -1.5 -0.21
C 1.04521 -5.30619 1.72807 -0.1 0.5 -0.4 -0.21
C 1.06237 -3.76922 1.40809 -1.1 1.0 0.9 -0.24
C 2.45721 -3.01272 1.36655 -1.1 -0.7 -0.6 -0.10
H -2.22661 -7.49098 -0.27308 0.6 1.1 -0.6 0.10
H -1.73505 -6.51650 -1.69355 0.0 -0.3 -2.4 0.02
H -2.46745 -5.71930 -0.36641 0.6 -0.4 0.0 0.07
H 0.29312 -7.17893 -0.35045 -0.5 0.6 0.5 0.10
H 0.06933 -5.45509 -0.73450 -0.3 -0.7 0.9 0.10
H -0.54808 -6.86940 1.91891 0.3 -0.1 0.5 0.10
H -1.17435 -5.25748 1.61527 0.6 -0.2 0.0 0.11
H 1.29863 -5.53036 2.75860 0.2 0.4 0.3 0.10
H 1.81788 -5.81356 1.13049 -0.1 0.1 0.0 0.10
H 0.44185 -3.56346 0.48327 1.0 -0.4 0.7 0.06
H 0.41512 -3.23223 2.22597 1.1 -1.0 -1.2 0.12
H 3.04377 -3.30780 2.22619 0.1 0.2 0.5 0.06
H 3.09095 -3.27863 0.49731 -0.7 0.2 0.3 0.03
H 2.26029 -1.91665 1.36848 0.4 -0.7 0.0 0.05
C -3.24790 -2.42356 3.78388 0.8 -1.4 1.8 -0.11
C -2.64560 -1.06621 3.93104 -1.2 1.3 -0.2 -0.25
C -3.75727 -0.07827 4.34611 1.4 0.8 -0.1 -0.21
C -3.33153 1.39358 4.25144 0.6 -1.1 0.6 -0.23
C -2.34790 1.74862 5.35377 0.7 1.2 -0.1 -0.23
C -1.82540 3.22432 5.17932 -1.0 -0.3 0.6 -0.10
H -2.62047 -3.12870 3.25373 0.1 -0.1 -0.4 0.06
H -4.22519 -2.37284 3.36373 -0.7 0.0 -0.7 0.06
H -3.39105 -2.90107 4.76830 0.0 0.2 -0.1 0.08
H -1.79829 -0.92912 4.59953 0.1 -0.6 0.0 0.09
H -2.35365 -0.76603 2.93373 0.5 0.4 -0.3 0.09
H -4.19318 -0.31151 5.29207 0.1 -0.2 1.2 0.11
H -4.57847 -0.19809 3.71617 -1.4 -0.4 -1.6 0.07
H -2.92672 1.56300 3.24868 0.2 0.1 0.0 0.11
H -4.17058 2.03871 4.37114 -0.9 0.5 -0.1 0.10
H -2.84743 1.59760 6.32471 0.3 0.1 -0.2 0.11
H -1.46376 1.08102 5.31762 -0.4 0.3 0.1 0.09
H -1.00976 3.45625 5.86800 0.1 -0.1 -0.3 0.07
H -1.53885 3.33540 4.14523 0.6 0.0 -0.3 0.03
H -2.58158 4.03400 5.31109 0.2 -0.9 0.2 0.07
C 3.31694 1.30475 -0.61196 0.9 0.8 1.4 -0.10
C 4.46647 2.31247 -1.01745 -1.1 -0.9 0.8 -0.23
C 5.92810 1.88738 -0.73322 -0.8 -1.7 -0.1 -0.20
C 6.29658 1.81828 0.76426 -0.3 0.7 -0.3 -0.24
C 7.74346 1.35350 0.92293 -1.1 -1.0 0.9 -0.28
C 8.09458 1.08419 2.39942 0.8 0.1 -0.5 -0.11
H 3.37741 0.39317 -1.16246 0.1 -0.8 -0.4 0.03
H 2.33082 1.74275 -0.77295 0.0 0.2 -0.3 0.05
H 3.31940 1.06232 0.49088 0.3 0.1 -1.0 0.06
H 4.23493 2.61594 -2.03887 0.6 -0.1 -0.2 0.10
H 4.26651 3.18036 -0.41594 0.0 0.7 0.2 0.06
H 6.58371 2.61144 -1.25717 0.0 -0.8 0.2 0.12
H 6.06482 0.78603 -1.05663 0.1 1.8 -0.3 0.12
H 6.16061 2.81900 1.19400 0.1 0.0 0.1 0.11
H 5.59762 1.15278 1.32025 0.5 0.2 -0.4 0.12
H 7.80173 0.40984 0.40938 0.2 -0.6 -0.5 0.09
H 8.42943 2.00950 0.41035 0.3 0.4 0.1 0.11
H 8.22476 2.05994 2.86524 -0.1 -0.1 0.5 0.06
H 7.32475 0.49252 2.92421 0.2 0.4 -0.3 0.07
H 9.06091 0.53512 2.48180 -0.6 0.4 0.0 0.07
Cl 0.87058 -1.56694 -1.78169 -0.3 0.4 0.7 0.55
C -0.14378 -0.87343 -0.41754 1.2 -1.8 -0.1 -0.89
Cl -1.65027 -1.79331 -0.42080 -0.3 0.3 0.3 0.58
H 0.42258 -1.13359 0.51155 -0.7 0.6 -0.8 0.02
H -0.31306 0.17331 -0.60459 -0.1 0.2 0.0 0.02
Cl 2.32147 -8.31368 -2.52117 0.0 -0.2 -0.2 0.50
C 2.20741 -6.57701 -2.86490 1.6 -0.1 -0.9 -1.03
Cl 0.86098 -6.20344 -3.96464 0.2 0.1 0.6 0.52
H 2.12811 -6.15892 -1.87251 -0.4 0.7 -0.2 -0.02
H 3.17520 -6.25512 -3.37974 -1.5 -0.4 0.8 0.05
```
Forces are in eV/Å.

Computed properties:
* SMILES: CCCCCC.CCCCCC.CCCCCC.CCCCCC.CCCCCC.CCCCCC.CCCCCC.CCCCCC.CCCCCC.ClCCl.ClCCl
* net charge: 0
* energy relative to the best compared isomer or geometry (same formula, charge and spin): 0.2773 eV

Number 1: E_HOMO -19.86 eV. Number 2: E_HOMO -10.60 eV.